(1)
Here is a cluster of 2 separate species, C2H8N3O in total at a distorted geometry from the Open Molecules 2025 dataset. Energies are from ωB97M-V/def2-TZVPD.

Structure (XYZ):
```
14
Properties=species:S:1:pos:R:3:forces:R:3:mulliken_spin:R:1
C -0.41469 0.60780 1.86206 0.9 2.1 -0.3 0.01
N 0.69588 0.31678 2.57412 0.5 -0.9 -0.3 0.00
O -0.49089 0.57226 0.62183 -0.6 0.1 3.1 0.03
H -1.10863 1.13349 2.54613 -0.6 -0.3 -0.8 0.00
H 0.90694 0.65356 3.53138 -0.6 -0.7 -1.2 0.00
H 1.36101 -0.26007 2.05943 0.2 0.5 0.6 0.00
N -0.64081 0.59770 -2.09200 -0.3 1.9 0.7 -0.08
C -0.33204 -0.75986 -2.01583 -1.4 -0.4 -4.6 0.76
N 0.19014 -1.32765 -0.94721 0.3 3.5 3.3 0.15
H -0.95315 1.07962 -1.21945 0.0 -1.3 -1.1 0.00
H 0.05153 1.27618 -2.44139 0.2 -0.7 -0.4 0.08
H -0.15686 -1.34694 -2.95122 -0.5 1.1 0.4 0.03
H 0.54128 -2.22311 -1.16519 1.2 -0.7 0.8 -0.01
H 0.35029 -0.31976 -0.36266 0.7 -4.2 -0.2 0.02
```
Positions in Å, forces in eV/Å.

Output
* net charge: 0
* ⟨S²⟩: 0.754
* spin multiplicity: 2
* maximum force: 4.8 eV Å⁻¹
* E_LUMO (alpha / beta): 0.52 / 0.49 eV
* orbital gap (alpha / beta): 0.1763 / 0.3259 hartree



(2)
Here is the ion C6H14N4O with charge +2 at a distorted geometry from the Open Molecules 2025 dataset. Energies are from ωB97M-V/def2-TZVPD.

Structure (XYZ):
```
25
Properties=species:S:1:pos:R:3:forces:R:3:lowdin_charge:R:1
C -1.31510 -0.03842 0.78031 -0.9 0.5 -1.4 -0.25
C 1.47920 1.71686 -1.10115 -1.4 2.0 0.8 -0.41
C 0.00267 0.75118 0.85716 0.6 -1.9 1.8 -0.09
C 0.23172 1.93499 -0.14014 1.9 0.6 1.6 -0.04
C -0.71941 -3.38802 0.90562 0.4 -1.6 2.5 -0.03
C -1.02707 -2.39810 -0.10583 -1.1 1.5 1.7 -0.09
N -1.27050 -1.17264 0.11787 -0.1 0.8 0.9 0.18
N 1.56015 0.51971 -1.43853 -0.5 -4.3 -0.3 0.16
N -2.49894 0.53132 1.18852 4.9 -1.6 -0.5 0.24
N 2.16795 2.72725 -1.55103 -0.3 1.5 0.2 0.23
O 2.61173 0.11947 -2.55139 0.3 -0.4 2.9 0.14
H 0.05580 1.04411 1.96065 0.1 0.1 -1.5 0.16
H 0.73764 -0.14470 0.77912 -0.7 2.1 -0.2 0.14
H 0.27195 2.96417 0.38591 0.6 -1.8 -0.6 0.17
H -0.59364 2.07515 -0.76015 -1.4 -0.2 -1.4 0.10
H -1.50629 -4.12595 1.28082 0.5 0.8 -1.5 0.14
H 0.13356 -3.98467 0.51585 -0.5 0.2 0.5 0.11
H -0.50417 -2.96797 1.91958 0.4 0.2 -1.0 0.11
H 2.50427 0.55739 -3.40275 -0.3 -0.8 -0.9 0.17
H -1.09869 -2.68056 -1.10751 0.0 -0.6 -1.7 0.13
H -2.55475 1.49194 1.04898 -0.6 1.8 0.3 0.11
H -3.25027 -0.05580 1.15415 -2.8 -1.3 -0.2 0.10
H 1.80329 3.65875 -1.42705 0.3 0.1 0.1 0.15
H 2.89928 2.59893 -2.20443 0.8 0.1 -0.5 0.12
H 2.63912 -0.88556 -2.34749 0.0 2.1 -1.5 0.24
```
Positions in Å, forces in eV/Å.

Output
* net charge: +2
* spin multiplicity: 1
* maximum force: 5.1 eV Å⁻¹
* E_LUMO: -7.18 eV
* orbital gap: 0.3850 hartree



(3)
Here is a structure of composition C4H3Cl2N at a distorted geometry from the Open Molecules 2025 dataset. Energies are from ωB97M-V/def2-TZVPD.

Structure (XYZ):
```
10
Properties=species:S:1:pos:R:3:forces:R:3:lowdin_charge:R:1
C 0.64690 -1.14925 0.44178 -1.4 1.9 -1.4 -0.65
C 0.26574 -1.56011 -0.77320 0.4 0.2 1.0 -0.82
C -0.24283 0.31631 -0.21315 1.8 -3.3 1.0 -0.22
C -0.49840 1.63454 0.31900 -0.2 0.6 0.0 -0.03
N -0.44689 -0.36624 -1.25248 -0.5 0.5 -0.7 0.08
Cl 1.45553 -1.79558 1.75893 0.2 -0.1 0.2 0.67
Cl 0.48673 -3.00267 -1.63392 -0.1 0.1 -0.1 0.69
H 0.27673 2.32092 -0.02840 0.0 0.0 0.0 0.10
H -0.47728 1.61043 1.40546 0.0 0.0 0.0 0.09
H -1.46623 1.99165 -0.02402 -0.1 0.1 -0.1 0.09
```
Positions in Å, forces in eV/Å.

Output
* net charge: 0
* spin multiplicity: 1
* maximum force: 3.9 eV Å⁻¹
* E_LUMO: 0.21 eV
* orbital gap: 0.3229 hartree



So what do the calculations give for E_tot? Going down the list: -8718.0740; -14436.7687; -30727.9184 eV.